(1)
Density functional theory data (wB97M-V/def2-TZVPD) for a 7-piece molecular cluster, C63H133N7O7 overall at a distorted geometry.

Geometry (Å):
C (-7.822, 11.944, -5.054)
C (-7.148, 12.696, -6.216)
C (-5.965, 11.928, -6.707)
C (-8.229, 12.656, -7.345)
C (-8.092, 13.655, -8.545)
C (-8.006, 15.050, -7.925)
C (-6.825, 15.203, -6.868)
C (-5.436, 15.148, -7.455)
C (-7.164, 16.610, -6.379)
N (-6.880, 14.136, -5.810)
O (-6.024, 14.262, -4.689)
H (-8.691, 12.538, -4.770)
H (-8.030, 10.907, -5.316)
H (-7.272, 11.903, -4.113)
H (-5.262, 11.970, -5.875)
H (-6.156, 10.885, -6.961)
H (-5.348, 12.483, -7.413)
H (-8.338, 11.731, -7.912)
H (-9.280, 12.806, -7.098)
H (-7.133, 13.410, -9.000)
H (-8.954, 13.645, -9.212)
H (-8.993, 15.303, -7.538)
H (-7.720, 15.599, -8.822)
H (-4.708, 14.958, -6.667)
H (-5.275, 16.050, -8.046)
H (-5.473, 14.416, -8.262)
H (-6.441, 16.899, -5.615)
H (-8.194, 16.563, -6.026)
H (-7.078, 17.319, -7.203)
H (-6.635, 14.384, -3.959)
C (3.440, 8.506, 2.472)
C (3.538, 9.949, 1.758)
C (4.778, 10.605, 2.295)
C (3.586, 9.628, 0.284)
C (3.210, 10.881, -0.555)
C (1.897, 11.442, -0.173)
C (1.750, 11.763, 1.371)
C (2.241, 13.194, 1.669)
C (0.255, 11.775, 1.456)
N (2.299, 10.601, 2.172)
O (2.065, 10.635, 3.547)
H (3.525, 8.553, 3.557)
H (2.470, 8.012, 2.419)
H (4.251, 7.844, 2.169)
H (5.018, 11.587, 1.885)
H (4.545, 10.829, 3.336)
H (5.676, 9.993, 2.213)
H (4.635, 9.460, 0.040)
H (3.011, 8.768, -0.060)
H (4.011, 11.610, -0.434)
H (3.325, 10.692, -1.622)
H (1.237, 10.624, -0.462)
H (1.617, 12.339, -0.726)
H (2.291, 13.300, 2.753)
H (1.513, 13.956, 1.392)
H (3.209, 13.432, 1.229)
H (-0.099, 10.772, 1.215)
H (-0.206, 12.435, 0.721)
H (-0.074, 12.062, 2.455)
H (2.426, 11.477, 3.832)
C (-5.889, 11.098, 8.372)
C (-6.190, 9.710, 8.902)
C (-5.961, 8.770, 7.759)
C (-5.133, 9.291, 10.019)
C (-5.322, 10.095, 11.279)
C (-6.795, 9.992, 11.765)
C (-7.940, 10.366, 10.708)
C (-9.394, 10.072, 11.214)
C (-7.879, 11.950, 10.578)
N (-7.585, 9.647, 9.438)
O (-8.625, 9.688, 8.588)
H (-4.993, 11.070, 7.752)
H (-6.739, 11.369, 7.746)
H (-5.786, 11.737, 9.250)
H (-4.913, 8.571, 7.535)
H (-6.365, 7.782, 7.982)
H (-6.493, 9.058, 6.852)
H (-5.293, 8.216, 10.105)
H (-4.164, 9.481, 9.558)
H (-4.661, 9.754, 12.075)
H (-5.001, 11.126, 11.129)
H (-6.772, 10.725, 12.572)
H (-6.931, 9.111, 12.392)
H (-9.544, 10.412, 12.239)
H (-9.532, 8.994, 11.141)
H (-10.223, 10.423, 10.600)
H (-8.441, 12.385, 11.404)
H (-8.495, 12.415, 9.809)
H (-6.946, 12.503, 10.465)
H (-8.737, 8.736, 8.542)
C (4.878, 19.607, -7.008)
C (5.232, 20.908, -6.265)
C (6.647, 21.373, -6.718)
C (4.335, 22.147, -6.556)
C (2.915, 22.218, -5.979)
C (2.945, 21.926, -4.443)
C (3.874, 20.665, -4.153)
C (4.201, 20.668, -2.614)
C (3.031, 19.300, -4.411)
N (5.100, 20.655, -4.870)
O (6.077, 19.812, -4.429)
H (5.250, 19.798, -8.014)
H (5.306, 18.654, -6.694)
H (3.821, 19.401, -7.175)
H (7.016, 22.226, -6.148)
H (7.300, 20.550, -6.429)
H (6.688, 21.626, -7.778)
H (4.872, 23.085, -6.415)
H (4.258, 22.206, -7.641)
H (2.365, 23.122, -6.240)
H (2.302, 21.441, -6.436)
H (1.916, 21.906, -4.085)
H (3.452, 22.775, -3.986)
H (3.316, 20.433, -2.024)
H (4.687, 21.622, -2.406)
H (4.943, 19.966, -2.236)
H (2.728, 19.284, -5.457)
H (2.102, 19.302, -3.840)
H (3.640, 18.402, -4.514)
H (6.771, 20.423, -4.167)
C (11.094, 1.283, 10.099)
C (10.290, 2.237, 11.068)
C (11.010, 2.150, 12.490)
C (10.450, 3.755, 10.716)
C (9.692, 4.230, 9.492)
C (8.197, 3.799, 9.687)
C (7.870, 2.350, 10.072)
C (6.411, 2.353, 10.539)
C (8.058, 1.529, 8.796)
N (8.793, 1.972, 11.185)
O (8.549, 0.810, 11.779)
H (12.161, 1.371, 10.308)
H (10.849, 0.225, 10.190)
H (10.922, 1.430, 9.033)
H (10.496, 2.772, 13.223)
H (10.974, 1.120, 12.845)
H (12.022, 2.555, 12.466)
H (10.037, 4.260, 11.589)
H (11.517, 3.967, 10.785)
H (9.814, 5.272, 9.196)
H (10.144, 3.810, 8.594)
H (7.929, 4.058, 8.663)
H (7.579, 4.538, 10.197)
H (5.731, 2.672, 9.750)
H (6.318, 2.919, 11.466)
H (6.226, 1.292, 10.709)
H (8.914, 1.799, 8.177)
H (7.073, 1.526, 8.329)
H (8.218, 0.500, 9.120)
H (8.122, 1.065, 12.600)
C (-3.160, 22.927, 2.044)
C (-3.683, 22.735, 3.539)
C (-2.665, 23.245, 4.552)
C (-4.879, 23.714, 3.704)
C (-6.216, 23.276, 3.115)
C (-6.601, 21.741, 3.604)
C (-5.404, 20.779, 3.514)
C (-5.951, 19.641, 4.435)
C (-5.256, 20.106, 2.143)
N (-4.130, 21.371, 4.075)
O (-3.079, 20.433, 4.277)
H (-2.136, 22.555, 2.018)
H (-3.811, 22.391, 1.353)
H (-2.986, 23.929, 1.652)
H (-2.563, 24.329, 4.523)
H (-3.094, 22.951, 5.510)
H (-1.696, 22.753, 4.470)
H (-4.921, 23.933, 4.771)
H (-4.580, 24.609, 3.159)
H (-7.005, 24.025, 3.172)
H (-6.094, 23.266, 2.032)
H (-7.340, 21.489, 2.844)
H (-7.234, 21.570, 4.474)
H (-6.349, 19.955, 5.400)
H (-5.166, 18.937, 4.708)
H (-6.768, 19.010, 4.086)
H (-6.143, 19.556, 1.828)
H (-4.329, 19.538, 2.222)
H (-5.125, 20.731, 1.260)
H (-2.714, 20.723, 5.117)
C (2.350, -1.232, -7.961)
C (1.173, -0.373, -7.375)
C (-0.238, -1.009, -7.593)
C (1.470, -0.277, -5.821)
C (2.424, 0.846, -5.570)
C (1.769, 2.177, -5.843)
C (1.072, 2.229, -7.280)
C (-0.409, 2.548, -7.096)
C (1.907, 3.390, -7.945)
N (1.194, 0.953, -8.003)
O (0.717, 0.989, -9.259)
H (2.122, -1.618, -8.955)
H (3.311, -0.719, -7.983)
H (2.547, -2.052, -7.271)
H (-0.940, -0.390, -7.033)
H (-0.494, -0.909, -8.648)
H (-0.449, -2.013, -7.225)
H (0.493, -0.187, -5.348)
H (1.965, -1.163, -5.421)
H (2.713, 0.902, -4.520)
H (3.407, 0.650, -5.997)
H (2.567, 2.879, -5.604)
H (0.995, 2.335, -5.092)
H (-1.100, 1.835, -6.645)
H (-0.845, 2.705, -8.083)
H (-0.593, 3.502, -6.603)
H (2.903, 2.963, -8.065)
H (2.113, 4.285, -7.358)
H (1.509, 3.697, -8.912)
H (1.540, 0.789, -9.711)

The HOMO energy is -0.2874 hartree. For the energy, the calculation gives -92234.2084 eV. The calculation puts the orbital gap at 8.530 eV. As for the SMILES: CC1(C)CCCC(C)(C)N1O.CC1(C)CCCC(C)(C)N1O.CC1(C)CCCC(C)(C)N1O.CC1(C)CCCC(C)(C)N1O.CC1(C)CCCC(C)(C)N1O.CC1(C)CCCC(C)(C)N1O.CC1(C)CCCC(C)(C)N1O. The energy relative to the best compared isomer or geometry (same formula, charge and spin) is 235.0 kcal/mol. Its total charge is 0. The calculation puts the LUMO energy at 0.71 eV.

Atom charges from the Mulliken analysis, given in e for atoms 1 to 4: number 1, C, carries -1.882; number 2, C, carries 1.738; number 3, C, carries -1.754; number 4, C, carries -1.288


(2)
Density functional theory data (wB97M-V/def2-TZVPD) for C14H23N4O3PPdSTe as an isolated structure at a distorted geometry.

Geometry (Å):
Pd (-0.970, -0.152, 0.507)
C (0.078, 5.769, 1.033)
C (0.175, 5.130, -0.351)
N (-0.806, 4.082, -0.581)
C (-0.753, 2.874, 0.003)
S (-2.103, 1.817, -0.333)
N (0.268, 2.608, 0.773)
N (0.276, 1.376, 1.293)
C (1.228, 0.982, 2.066)
C (2.397, 1.853, 2.396)
C (1.116, -0.380, 2.592)
C (2.181, -1.042, 3.189)
C (2.000, -2.337, 3.642)
C (0.758, -2.936, 3.505)
C (-0.257, -2.208, 2.910)
N (-0.089, -0.966, 2.469)
H (0.811, 6.573, 1.115)
H (0.273, 5.030, 1.807)
H (-0.915, 6.189, 1.201)
H (1.166, 4.692, -0.478)
H (0.028, 5.891, -1.115)
H (-1.637, 4.280, -1.110)
H (2.236, 2.839, 1.974)
H (3.309, 1.435, 1.964)
H (2.534, 1.936, 3.475)
H (3.145, -0.561, 3.268)
H (2.821, -2.877, 4.094)
H (0.582, -3.948, 3.839)
H (-1.251, -2.621, 2.792)
C (-1.370, 0.083, -3.940)
C (-1.896, -0.831, -2.854)
O (-0.821, -1.661, -2.394)
P (-0.541, -1.962, -0.829)
O (0.937, -1.513, -0.517)
Te (2.413, -2.093, -1.905)
O (-0.363, -3.563, -0.863)
C (-1.312, -4.425, -1.516)
C (-0.904, -4.747, -2.943)
H (-2.190, 0.649, -4.383)
H (-0.878, -0.504, -4.715)
H (-0.640, 0.776, -3.522)
H (-2.692, -1.477, -3.237)
H (-2.298, -0.243, -2.027)
H (-2.312, -3.978, -1.489)
H (-1.331, -5.340, -0.924)
H (-0.927, -3.860, -3.568)
H (-1.588, -5.491, -3.355)
H (0.111, -5.142, -2.956)

The HOMO energy (spin up / spin down) is -0.2136 / -0.2136 hartree. For the energy, the calculation gives -57891.1067 eV. The calculation puts the orbital gap (spin up / spin down) at 4.017 / 4.016 eV. The energy relative to the best compared isomer or geometry (same formula, charge and spin) is 76.8 kcal/mol. Its total charge is 0. The calculation puts the LUMO energy (spin up / spin down) at -1.80 / -1.80 eV.

Atom charges from the natural (NBO) analysis, given in e for atoms 1 to 4: number 1, Pd, carries 0.598; number 2, C, carries -0.619; number 3, C, carries -0.216; number 4, N, carries -0.575


(3)
Density functional theory data (wB97M-V/def2-TZVPD) for C14H10BF2MnN2O2 as an isolated structure.

Geometry (Å):
Mn (0.919, -1.546, -0.489)
O (2.525, -1.754, -1.559)
C (2.889, -0.651, -2.202)
C (3.795, -0.751, -3.269)
C (4.164, 0.354, -4.015)
C (3.635, 1.606, -3.728)
C (2.737, 1.723, -2.677)
C (2.341, 0.633, -1.905)
C (1.466, 0.868, -0.714)
N (0.236, 0.407, -0.602)
N (-0.472, 0.691, 0.487)
C (-1.158, -0.581, 0.831)
O (-0.190, -1.598, 1.094)
C (-2.050, -0.347, 2.028)
C (-2.824, 0.809, 2.115)
C (-3.666, 1.012, 3.198)
C (-3.743, 0.064, 4.212)
C (-2.968, -1.084, 4.133)
C (-2.127, -1.289, 3.046)
H (4.199, -1.733, -3.487)
H (4.867, 0.235, -4.832)
H (3.913, 2.474, -4.312)
H (2.317, 2.693, -2.434)
H (1.848, 1.515, 0.076)
H (-2.737, 1.550, 1.331)
H (-4.259, 1.917, 3.257)
H (-4.398, 0.225, 5.060)
H (-3.014, -1.823, 4.924)
H (-1.501, -2.168, 2.972)
F (-1.694, -2.118, -1.126)
B (-2.013, -0.999, -0.442)
F (-3.035, -0.335, -0.971)

The HOMO energy (spin up / spin down) is -0.1352 / -0.1307 hartree. Its expectation value of S² is 8.7807. The spin multiplicity is 6. For the energy, the calculation gives -59191.0987 eV. The calculation puts the orbital gap (spin up / spin down) at 6.813 / 6.427 eV. The energy relative to the best compared isomer or geometry (same formula, charge and spin) is 23.4 kcal/mol. Its total charge is -1. The calculation puts the LUMO energy (spin up / spin down) at 3.14 / 2.87 eV.

Atom charges from the natural (NBO) analysis, given in e for atoms 1 to 4: number 1, Mn, carries 1.517; number 2, O, carries -0.894; number 3, C, carries 0.350; number 4, C, carries -0.300